A cluster of 2 separate species, C2H5FS2 in total, computed with wB97M-V/def2-TZVPD.

Each line ends with the Löwdin charge.
Element x y z (Å)
C 1.178 1.040 0.045  -0.21
C 0.203 -0.065 -0.270  -1.24
H -3.846 -1.175 0.724  0.09
H 1.992 1.049 -0.687  0.08
H 1.622 0.882 1.036  0.08
H 0.668 2.003 0.027  0.06
H 2.124 -1.398 0.014  -0.13
F -3.415 -0.817 -0.016  -0.23
S 0.848 -1.695 -0.289  0.74
S -1.373 0.177 -0.586  0.75

Energy above the lowest of the compared OMol25 structures with the same formula, charge and spin   70.92 kJ/mol
2S+1   1
Maximum force   0.0395 Eh/bohr
SMILES   CC(=S)S.F

***

An isolated molecule of C2H5FSi, computed with wB97M-V/def2-TZVPD.

Each line ends with the Löwdin charge.
Element x y z (Å)
C -1.394 0.257 0.206  -0.09
C -0.187 0.694 -0.160  -0.31
F 2.445 0.407 0.152  -0.20
Si 1.149 -0.484 -0.041  0.49
H -2.233 0.837 -0.106  0.05
H -1.511 -0.659 0.770  0.04
H -0.244 1.654 -0.776  0.09
H 0.906 -1.258 1.105  -0.04
H 1.069 -1.448 -1.149  -0.03

Energy above the lowest of the compared OMol25 structures with the same formula, charge and spin   0.00 kJ/mol
2S+1   1
Maximum force   0.0568 Eh/bohr
SMILES   C=C[SiH2]F

***

no.,Kohn-Sham gap (eV)
1,8.50
2,11.47